#1
The following is a quantum chemistry calculation of a 14-piece molecular cluster, C52H104O22 overall, from OMol25.

```
178
C52H104O22 | OMol25 | the ωB97M-V functional and the def2-TZVPD basis
C 14.5245 2.0711 18.6189
C 13.5954 2.1522 19.7325
C 14.4023 2.9469 20.7092
O 15.7401 2.4117 20.6224
C 15.9002 2.0901 19.2548
H 14.4730 2.9658 17.9983
H 14.5276 1.1761 17.9968
H 13.4099 1.1950 20.2197
H 12.6211 2.5824 19.5005
H 14.1405 2.8186 21.7595
H 14.4280 4.0332 20.6232
H 16.4279 1.1364 19.2722
H 16.4117 2.9377 18.7987
C 21.6188 -5.1132 17.3915
C 20.4911 -5.2429 18.3969
C 19.4146 -5.8841 17.5606
O 19.5816 -5.4480 16.2327
C 20.9827 -5.2834 16.0392
H 22.4402 -5.7927 17.6186
H 22.0627 -4.1184 17.3547
H 20.2380 -4.2184 18.6699
H 20.7360 -5.6621 19.3728
H 18.4478 -5.6490 18.0057
H 19.3551 -6.9717 17.6021
H 21.2106 -4.4225 15.4108
H 21.2989 -6.1775 15.5019
C 19.6154 1.5389 20.3529
C 18.7422 2.1828 21.3386
C 18.7600 3.7341 21.0157
O 20.0594 3.8861 20.4272
C 20.7019 2.6440 20.1738
H 19.1593 1.3865 19.3747
H 20.1116 0.6479 20.7377
H 19.1146 2.1256 22.3614
H 17.7974 1.6493 21.4425
H 18.5642 4.3882 21.8654
H 18.0234 3.9731 20.2486
H 21.3900 2.5765 21.0165
H 21.2165 2.6146 19.2134
C 15.6917 -0.7689 26.1772
C 15.2108 0.1356 25.0923
C 16.4308 0.4698 24.2368
O 17.5715 0.1652 25.1210
C 17.1706 -0.9964 25.8997
H 15.1638 -1.7213 26.2251
H 15.4211 -0.2464 27.0948
H 14.8543 1.1030 25.4463
H 14.4054 -0.3928 24.5822
H 16.4943 1.4703 23.8090
H 16.4194 -0.1713 23.3553
H 17.7958 -1.0388 26.7916
H 17.3471 -1.8813 25.2883
C 19.3874 -1.6962 11.6526
C 19.6954 -2.9295 12.5700
C 19.4226 -2.3474 13.9936
O 19.0865 -1.0006 13.7996
C 19.7326 -0.5594 12.5696
H 18.3312 -1.5340 11.4376
H 19.9546 -1.7481 10.7232
H 20.6679 -3.4192 12.5193
H 19.0086 -3.7522 12.3710
H 20.3170 -2.2730 14.6121
H 18.6172 -2.8366 14.5414
H 20.7860 -0.2981 12.6706
H 19.3925 0.4209 12.2359
C 20.2014 3.1711 14.5021
C 19.1408 3.7553 15.4176
C 19.2685 3.0636 16.7279
O 20.0487 1.8902 16.4186
C 20.1821 1.7460 14.9870
H 21.1259 3.7260 14.6617
H 20.0068 3.2724 13.4344
H 18.2014 3.5525 14.9031
H 19.2578 4.8387 15.4419
H 18.2366 2.8563 17.0111
H 19.8179 3.6827 17.4371
H 19.3768 1.1643 14.5385
H 21.1575 1.3088 14.7736
C 15.8680 1.2419 14.9801
C 15.7347 -0.2000 15.3392
C 14.4782 -0.5934 14.5881
O 14.5311 0.2164 13.3983
C 15.6329 1.1387 13.5014
H 16.8372 1.6830 15.2126
H 15.0886 1.8941 15.3742
H 15.5542 -0.2315 16.4137
H 16.4972 -0.9488 15.1249
H 13.5651 -0.2762 15.0919
H 14.4096 -1.6382 14.2849
H 15.5100 2.0706 12.9496
H 16.4566 0.5903 13.0444
C 16.1023 -6.7356 20.4635
C 17.3035 -7.1450 21.2367
C 18.1729 -5.8876 21.3300
O 17.5074 -4.8995 20.5266
C 16.1061 -5.2488 20.4521
H 15.1961 -7.0277 20.9941
H 16.0505 -7.0413 19.4185
H 17.8392 -7.9314 20.7048
H 17.0011 -7.4691 22.2325
H 19.1613 -6.0314 20.8937
H 18.1673 -5.4263 22.3176
H 15.5896 -4.6906 19.6713
H 15.5623 -4.8563 21.3114
C 19.7004 -2.6443 23.0674
C 20.7333 -2.4282 24.1266
C 21.5381 -3.6612 23.9905
O 21.5438 -3.8986 22.5470
C 20.6249 -3.0310 21.9526
H 19.1668 -1.7115 22.8849
H 18.9651 -3.4299 23.2414
H 20.3573 -2.3851 25.1488
H 21.2444 -1.4930 23.8980
H 21.0923 -4.4472 24.6001
H 22.5450 -3.4735 24.3633
H 19.9133 -3.4426 21.2368
H 21.1083 -2.2141 21.4167
C 13.7622 -4.3902 16.5602
C 15.0880 -3.7625 16.6781
C 16.0300 -4.4533 15.6905
O 15.3952 -5.7046 15.4286
C 13.9598 -5.4061 15.4712
H 12.9460 -3.7174 16.2971
H 13.4508 -4.8301 17.5076
H 15.5487 -3.9160 17.6539
H 15.0816 -2.7010 16.4306
H 16.9300 -4.6916 16.2572
H 16.3703 -3.8789 14.8290
H 13.4737 -6.3053 15.8498
H 13.6599 -5.1498 14.4551
C 13.2149 -1.5254 18.6427
O 11.8709 -0.9465 18.6793
C 10.7485 -1.5831 19.0408
O 9.6232 -1.0415 18.9606
O 10.9492 -2.8037 19.4011
C 9.8680 -3.6784 19.6760
H 13.1237 -2.5791 18.3789
H 13.6860 -1.4493 19.6227
H 13.9540 -1.0727 17.9817
H 9.2086 -3.7203 18.8090
H 9.3384 -3.3275 20.5618
H 10.2845 -4.6512 19.9371
C 15.1553 -4.6274 24.6618
O 15.7081 -4.8042 25.9575
C 17.0044 -4.8473 26.1314
O 17.8665 -4.9240 25.2824
O 17.1961 -4.6756 27.4588
C 18.4351 -4.2527 27.8644
H 15.4542 -5.4077 23.9620
H 15.4138 -3.7117 24.1300
H 14.0776 -4.7659 24.7486
H 19.2026 -5.0245 27.8073
H 18.3154 -4.0508 28.9288
H 18.6643 -3.2686 27.4557
C 22.7551 -0.0879 17.7112
O 22.6780 -1.2146 16.8090
C 23.0686 -0.9834 15.5325
O 23.4719 0.0381 15.0506
O 23.0854 -2.1821 14.9550
C 23.7077 -2.4107 13.6978
H 22.5595 -0.5064 18.6985
H 22.0844 0.7454 17.5018
H 23.7822 0.2768 17.7140
H 22.9838 -2.4555 12.8841
H 24.1707 -3.3962 13.6470
H 24.5876 -1.7936 13.5158
C 15.9877 -1.9322 21.4886
O 17.2774 -1.7757 20.9130
C 17.3072 -1.6160 19.5508
O 16.3335 -1.6043 18.7870
O 18.5796 -1.6074 19.1830
C 18.9349 -1.3948 17.7881
H 16.1547 -2.0162 22.5624
H 15.4591 -2.7270 20.9622
H 15.3993 -1.0370 21.2877
H 18.4798 -2.2486 17.2862
H 20.0154 -1.4185 17.6464
H 18.5267 -0.4235 17.5086
```

Computed properties:
HOMO level in eV: -9.12


#2
The following is a quantum chemistry calculation of a 14-piece molecular cluster, C52H104O22 overall, from OMol25.

```
178
C52H104O22 | OMol25 | the ωB97M-V functional and the def2-TZVPD basis
C -1.0954 0.9835 -4.0438
C -2.0876 1.1295 -5.1829
C -2.1541 -0.2862 -5.7694
O -1.8909 -1.1601 -4.6939
C -1.1454 -0.5116 -3.6626
H -1.2707 1.6177 -3.1711
H -0.0979 1.2517 -4.4088
H -1.8528 1.9195 -5.8974
H -3.0865 1.3983 -4.8203
H -1.4800 -0.4492 -6.6200
H -3.1575 -0.4920 -6.1519
H -0.1150 -0.8480 -3.5416
H -1.7661 -0.6988 -2.7855
C -5.1647 -1.5921 -2.5829
C -5.7852 -0.1985 -2.7055
C -4.8467 0.6051 -1.8321
O -4.5681 -0.2123 -0.7142
C -4.6135 -1.5669 -1.1325
H -4.3382 -1.6948 -3.2798
H -5.9189 -2.3703 -2.6682
H -6.8047 -0.2055 -2.3123
H -5.8325 0.1776 -3.7283
H -5.1885 1.5996 -1.5519
H -3.9207 0.7555 -2.4144
H -5.2754 -2.1331 -0.4727
H -3.6384 -2.0693 -1.1165
C 1.9100 4.7612 -0.1910
C 3.2012 4.9421 0.5804
C 3.0813 6.3616 1.1343
O 2.1800 7.0334 0.2411
C 1.8162 6.1444 -0.7949
H 1.0878 4.5786 0.5061
H 1.9327 3.9107 -0.8678
H 4.0726 4.9653 -0.0842
H 3.4453 4.1283 1.2652
H 4.0366 6.8876 1.0828
H 2.7001 6.4023 2.1569
H 2.5411 6.2450 -1.6250
H 0.8805 6.4162 -1.2900
C -2.4188 -5.3575 1.3964
C -3.3532 -4.1605 1.3149
C -4.6209 -4.7357 0.6745
O -4.4394 -6.1623 0.5672
C -3.0514 -6.3650 0.4199
H -2.2682 -5.7735 2.3918
H -1.3846 -5.1408 1.1008
H -2.9306 -3.3850 0.6733
H -3.5992 -3.7155 2.2783
H -4.7934 -4.3811 -0.3469
H -5.4962 -4.5756 1.3035
H -2.6811 -6.2132 -0.5972
H -2.7837 -7.3734 0.7353
C -0.0176 -4.8680 -1.9832
C 0.9171 -5.3348 -3.0986
C 1.7406 -4.0844 -3.4127
O 1.9025 -3.4597 -2.1458
C 0.6749 -3.5830 -1.4554
H -0.1042 -5.6198 -1.2026
H -1.0012 -4.5544 -2.3301
H 0.3824 -5.7545 -3.9476
H 1.6322 -6.0636 -2.7153
H 1.2372 -3.4662 -4.1699
H 2.7621 -4.2832 -3.7322
H 0.0420 -2.7202 -1.7040
H 0.7686 -3.5357 -0.3700
C 4.4626 -0.1268 -3.8271
C 3.7379 0.2767 -5.0943
C 3.3255 -1.0915 -5.6694
O 4.3622 -1.9701 -5.3057
C 4.6911 -1.6607 -3.9699
H 3.9180 0.0080 -2.8884
H 5.4256 0.3705 -3.6982
H 4.4438 0.6901 -5.8125
H 2.8669 0.9188 -4.9796
H 3.2678 -1.0628 -6.7578
H 2.3580 -1.4572 -5.2989
H 5.7009 -1.9542 -3.6906
H 4.0177 -2.1728 -3.2683
C 0.3761 -3.8687 5.0888
C -0.5060 -4.2062 3.8540
C -0.2559 -3.0677 2.8731
O 0.1007 -1.9479 3.7132
C 0.8097 -2.4077 4.8350
H 1.1537 -4.6132 5.2315
H -0.2753 -3.8708 5.9618
H -1.5374 -4.1778 4.2085
H -0.2573 -5.1984 3.4871
H -1.1358 -2.7879 2.3065
H 0.6045 -3.2760 2.2277
H 0.6113 -1.8308 5.7424
H 1.9007 -2.3074 4.7097
C 6.9065 1.5602 1.9212
C 5.8753 0.4797 1.5369
C 5.0542 1.1127 0.4104
O 5.5987 2.4278 0.1994
C 6.2544 2.8320 1.3763
H 7.8220 1.3810 1.3566
H 7.0932 1.4864 2.9881
H 5.1920 0.2534 2.3536
H 6.3092 -0.4501 1.1734
H 3.9844 1.2049 0.6317
H 5.1546 0.6266 -0.5650
H 5.5929 3.2935 2.1226
H 6.9963 3.5799 1.0939
C -3.6073 3.4130 0.5169
C -4.3870 4.3327 1.4534
C -5.3956 4.8959 0.4637
O -4.7127 5.0305 -0.7799
C -3.5864 4.1748 -0.7973
H -4.1302 2.4539 0.4125
H -2.6543 3.1153 0.9586
H -3.7323 5.1556 1.7512
H -4.8866 3.8505 2.2835
H -5.8634 5.8393 0.7455
H -6.2192 4.1713 0.3428
H -2.6717 4.7658 -0.9103
H -3.6293 3.4915 -1.6495
C 0.5162 1.3990 4.5352
C -0.4843 2.2683 3.8227
C 0.4058 3.2149 2.9632
O 1.7017 2.5826 2.9540
C 1.5844 1.2669 3.4445
H 0.0960 0.4588 4.8970
H 0.9828 1.8488 5.4169
H -1.1934 2.8369 4.4235
H -1.0255 1.6793 3.0840
H 0.5823 4.2277 3.3235
H -0.0076 3.2476 1.9496
H 2.5282 0.8820 3.8332
H 1.2582 0.5276 2.6931
C 5.3391 -4.0698 4.6812
O 4.8990 -2.9326 3.9391
C 4.0542 -3.2143 2.9534
O 3.5217 -4.2741 2.7676
O 3.8777 -2.0987 2.2557
C 2.9501 -2.0848 1.1800
H 4.4873 -4.4586 5.2448
H 6.1554 -3.7480 5.3130
H 5.6589 -4.8918 4.0399
H 2.6613 -3.0563 0.7877
H 3.3898 -1.4743 0.3930
H 2.0279 -1.5806 1.4847
C -2.4259 -0.1800 1.6319
O -1.5833 0.7139 0.9024
C -0.5654 0.1856 0.2379
O -0.3801 -0.9852 0.0394
O 0.1737 1.1870 -0.2364
C 1.2911 0.8747 -1.0466
H -1.8269 -0.7956 2.3000
H -2.9586 -0.8465 0.9527
H -3.2172 0.3796 2.1207
H 1.1013 0.2242 -1.8987
H 2.1629 0.5308 -0.4830
H 1.6747 1.8070 -1.4653
C -5.7218 -2.6898 4.1867
O -5.7878 -1.4194 3.5369
C -5.9731 -0.3700 4.3341
O -6.2174 -0.4041 5.5027
O -5.8361 0.7310 3.5921
C -6.2674 1.9341 4.2240
H -5.4826 -3.3923 3.3940
H -6.6528 -3.0073 4.6534
H -4.9325 -2.6705 4.9369
H -6.1593 2.7356 3.5021
H -5.7229 2.1845 5.1316
H -7.3294 1.8549 4.4640
C 4.6774 3.5370 -2.6561
O 3.3220 3.2492 -2.9896
C 2.7791 4.0478 -3.8898
O 3.2658 5.0579 -4.3169
O 1.6043 3.5261 -4.2362
C 0.7804 4.3399 -5.0892
H 4.7854 4.5603 -2.3105
H 5.2816 3.3850 -3.5569
H 5.0594 2.8106 -1.9504
H 0.7798 5.3574 -4.6989
H -0.2173 3.9335 -4.9480
H 1.1202 4.3116 -6.1182
```

Computed properties:
HOMO level in eV: -9.20


So which one is most stable? That would be #2, about 379.3 kJ/mol below the next structure.


#1
The following is a quantum chemistry calculation of C15H16FeN3O3 as an isolated structure, from OMol25.

```
38
C15H16FeN3O3 | OMol25 | the ωB97M-V functional and the def2-TZVPD basis
O 3.5727 4.3915 -0.9298
C 2.7576 3.5648 -0.9180
Fe 1.4953 2.3929 -0.9671
C 2.7810 1.2495 -1.0330
O 3.6220 0.4476 -1.1216
C 1.5468 2.3047 0.8137
O 1.2650 2.2058 1.9400
C -0.1786 0.8538 -1.4507
C -1.0567 1.6557 -0.7307
C -1.0478 3.0351 -0.6684
C -0.1576 3.8878 -1.3289
C 0.5776 3.6638 -2.5049
C 0.8045 2.4441 -3.1346
C 0.5915 1.1803 -2.5802
H -0.2002 -0.2079 -1.1665
H -1.7596 1.0990 -0.1024
H -1.7545 3.5108 0.0221
H -0.1401 4.9318 -0.9792
H 1.0545 4.5525 -2.9472
H 1.4195 2.4782 -4.0464
H 1.0746 0.3326 -3.0885
C -1.5921 -0.7857 1.9686
C -1.1222 -1.9209 2.8976
N -0.6283 -2.8803 1.9329
C -0.4367 -4.2996 2.0662
C -0.5084 -4.7830 0.6252
N -0.8862 -3.6032 -0.1319
C -1.0221 -2.5184 0.6724
N -1.4519 -1.2721 0.5763
H -2.6579 -0.5619 2.1739
H -0.9892 0.1308 2.1265
H -0.3207 -1.5835 3.5677
H -1.9777 -2.3173 3.4796
H 0.5358 -4.4975 2.5181
H -1.1965 -4.7776 2.6999
H 0.4729 -5.1282 0.3127
H -1.2291 -5.5894 0.5160
H -1.2570 -3.5864 -1.0795
```

Computed properties:
2S+1: 5
HOMO level (alpha / beta) in eV: -8.19 / -11.68
Total charge: +1


#2
The following is a quantum chemistry calculation of C15H16FeN3O3 as an isolated structure, from OMol25.

```
38
C15H16FeN3O3 | OMol25 | the ωB97M-V functional and the def2-TZVPD basis
O 3.6525 4.1968 -0.7416
C 2.6945 3.5493 -0.8587
Fe 1.4158 2.3479 -0.9363
C 2.7631 1.2231 -0.9758
O 3.7193 0.5681 -0.9165
C 1.4489 2.2680 0.8413
O 1.6265 2.1457 1.9869
C -0.1556 0.8522 -1.3623
C -1.2026 1.6284 -0.8358
C -1.1597 2.9970 -0.7541
C -0.0534 3.7650 -1.2235
C 0.5779 3.5777 -2.4919
C 0.6313 2.3869 -3.1893
C 0.6303 1.1627 -2.5001
H -0.1256 -0.1927 -1.0212
H -2.0151 1.0724 -0.3513
H -1.9515 3.5107 -0.1873
H 0.0920 4.7628 -0.7819
H 1.0065 4.4700 -2.9624
H 0.9119 2.3991 -4.2520
H 1.1288 0.3106 -2.9795
C -1.4932 -0.6984 1.9427
C -1.1066 -1.8628 2.8762
N -0.9016 -2.9155 1.9416
C -0.4920 -4.2791 2.0513
C -0.5196 -4.7491 0.5901
N -0.9074 -3.5491 -0.1593
C -1.0586 -2.4756 0.6699
N -1.3457 -1.1960 0.5634
H -2.5366 -0.4313 2.1586
H -0.8895 0.1949 2.1461
H -0.2262 -1.6438 3.4925
H -1.9210 -2.1375 3.5588
H 0.5311 -4.4043 2.4307
H -1.2224 -4.7930 2.6845
H 0.4664 -5.0914 0.2433
H -1.2718 -5.5363 0.4342
H -0.7410 -3.4334 -1.1312
```

Computed properties:
2S+1: 5
HOMO level (alpha / beta) in eV: -8.18 / -11.17
Total charge: +1


So which one is most stable? That would be #1, about 27.2 kJ/mol below the next structure.


#1
The following is a quantum chemistry calculation of one molecule with the formula C4H2N2S, from OMol25.

```
9
C4H2N2S | OMol25 | the ωB97M-V functional and the def2-TZVPD basis
C 1.8774 -1.5444 0.1410
C 1.5224 -0.4154 -0.0728
N 1.2560 0.8897 -0.0712
C 0.0380 1.3039 -0.0249
N -0.9739 0.4395 -0.1226
C -2.1160 0.1387 -0.1188
S -3.5377 -0.5032 -0.0181
H 2.0102 -2.6282 0.2006
H -0.0765 2.3193 0.0868
```

Computed properties:
Structure (SMILES): C#C/N=C\N=C=S
HOMO level in eV: -9.23


#2
The following is a quantum chemistry calculation of one molecule with the formula C4H2N2S, from OMol25.

```
9
C4H2N2S | OMol25 | the ωB97M-V functional and the def2-TZVPD basis
N 2.3538 2.0475 0.5055
C 1.4341 1.5469 0.0711
C 0.3880 0.6896 -0.2156
C 0.5163 -0.6771 -0.0403
S 1.9949 -1.5544 0.2749
C 3.1689 -0.4828 -0.2372
N 3.8130 0.4327 -0.4539
H -0.4762 1.2790 -0.7263
H -0.2338 -1.4428 -0.0396
```

Computed properties:
Structure (SMILES): N#C/C=C\SC#N
HOMO level in eV: -9.70


#3
The following is a quantum chemistry calculation of one molecule with the formula C4H2N2S, from OMol25.

```
9
C4H2N2S | OMol25 | the ωB97M-V functional and the def2-TZVPD basis
C -0.6841 -1.9638 -0.0088
C -0.8702 -0.7711 0.0181
N -1.3592 0.4524 0.0176
C -0.6073 1.4757 -0.0012
N 0.7559 1.4090 -0.0102
C 1.5276 0.4749 -0.0063
S 2.6600 -0.5766 0.0010
H -0.3916 -2.9697 -0.0109
H -1.0310 2.4691 0.0008
```

Computed properties:
Structure (SMILES): C#C/N=C\N=C=S
HOMO level in eV: -9.23


So which one is most stable? That would be #2, about 13.4 kJ/mol below the next structure.